{
  "formula": "C4H17N9",
  "method": "ωB97M-V/def2-TZVPD",
  "species": ["N", "N", "N", "N", "H", "H", "H", "H", "H", "N", "H", "H", "C", "H", "N", "C", "H", "N", "H", "H", "H", "H", "H", "N", "N", "H", "H", "C", "C", "H"],
  "coordinates": [[-2.373, 0.550, -2.825], [2.752, -1.514, 2.902], [0.735, -0.670, 1.835], [-2.870, 3.001, -4.043], [-1.181, 3.289, -2.875], [-2.980, -1.379, -2.802], [1.052, 0.274, -0.720], [2.375, 1.165, 3.310], [0.893, -2.247, 0.231], [-1.317, 0.596, -2.182], [4.501, -1.248, 3.811], [-0.378, -1.303, -2.415], [-0.799, -0.645, -1.581], [0.668, 0.791, 3.477], [1.719, 0.452, 3.599], [0.054, -0.206, -0.372], [-0.832, -1.822, 0.963], [3.457, -1.343, 4.084], [3.358, -1.990, 4.900], [-0.561, 0.711, -0.061], [-1.316, 4.074, -4.420], [2.090, 0.085, 4.569], [-3.188, 2.572, -3.284], [-1.725, 3.332, -3.791], [-3.140, -0.441, -3.185], [2.725, -2.508, 2.635], [-3.917, -0.250, -3.776], [1.689, -0.696, 2.600], [0.219, -1.355, 0.629], [-1.711, -1.274, -1.213]],
  "spin_multiplicity": 3,
  "s2": 2.01,
  "lumo_ev": [-5.92, -10.43],
  "orbital_gap_ev": [7.70, 5.26],
  "total_charge": 2,
  "fmax_ev_per_a": 9.1
}